[1]
Below is an isolated ion of composition C5H10NO and charge +1, with properties calculated with the ωB97M-V functional and the def2-TZVPD basis.

- Total charge: +1
- LUMO level: -6.55 eV
- HOMO: -0.5546 Ha
- Frontier orbital gap: 8.54 eV
- Energy above the lowest of the compared OMol25 structures with the same formula, charge and spin: 662.12 kJ/mol
- SMILES string: CC[C@@H]1[C@@H](C)[N+]1=O

Last column: Mulliken charge in e.
Atoms and positions in Å:
O: -0.579 -0.500 2.519  -0.351
N: -0.387 -0.075 1.463  0.512
C: 0.482 1.127 0.673  0.005
C: -0.461 -0.002 0.102  0.040
C: -0.205 -2.280 -1.292  -1.285
C: 0.042 2.550 0.833  -1.130
C: 0.303 -0.972 -0.933  -0.563
H: 0.459 -0.240 -1.695  0.363
H: 0.937 3.004 0.446  0.347
H: 1.232 -1.131 -0.441  0.384
H: -1.139 -2.112 -1.758  0.379
H: -0.954 2.690 0.385  0.356
H: -0.228 -3.039 -0.564  0.376
H: 1.507 0.847 0.673  0.528
H: -0.116 2.835 1.991  0.297
H: 0.558 -2.703 -1.962  0.359
H: -1.452 0.002 -0.440  0.384

=====

[2]
Below is one molecule with the formula C6H9NO, with properties calculated with the ωB97M-V functional and the def2-TZVPD basis.

- LUMO level: 0.90 eV
- HOMO: -0.3147 Ha
- Frontier orbital gap: 9.47 eV
- Energy above the lowest of the compared OMol25 structures with the same formula, charge and spin: 592.00 kJ/mol
- SMILES string: O[C@]12C[C@@H]1N[C@H]1C[C@H]12

Last column: Mulliken charge in e.
Atoms and positions in Å:
O: -1.249 1.470 0.464  -0.572
N: 0.259 -0.768 1.372  -0.447
C: 0.609 0.781 -0.674  -0.416
C: -1.921 -0.549 -0.551  -0.660
C: -0.798 0.381 -0.305  0.995
C: 1.219 0.146 0.638  -0.211
C: 1.666 -0.199 -0.772  -0.669
C: -0.734 -0.974 0.298  -0.539
H: -0.077 -0.166 2.206  0.357
H: -3.008 -0.385 -0.213  0.234
H: 0.948 1.844 -0.725  0.309
H: 2.008 0.626 1.250  0.354
H: -0.588 1.903 0.951  0.369
H: -1.905 -1.185 -1.502  0.207
H: 2.628 0.154 -1.007  0.328
H: -0.382 -1.931 -0.334  0.185
H: 1.325 -1.150 -1.094  0.177

=====

[3]
Below is C28H24FN7OV as an isolated structure, with properties calculated with the ωB97M-V functional and the def2-TZVPD basis.

- LUMO level (alpha / beta): -0.26 / -0.33 eV
- HOMO (alpha / beta): -0.2256 / -0.2279 Ha
- Frontier orbital gap (alpha / beta): 5.88 / 5.87 eV
- Energy above the lowest of the compared OMol25 structures with the same formula, charge and spin: 39.84 kJ/mol
- Spin multiplicity: 2
- Expectation value of S²: 0.81

Last column: Mulliken charge in e.
Atoms and positions in Å:
V: -0.450 0.063 0.477  -0.850
F: -2.296 -3.664 -4.247  -0.359
O: 1.046 0.486 2.088  -0.607
N: 1.847 -2.909 -0.759  -0.265
N: 1.492 -1.153 0.648  0.608
N: -0.071 1.654 -0.591  0.695
N: -2.736 0.800 2.069  -1.552
N: 3.060 -0.558 2.325  0.156
N: -1.492 -1.157 1.806  0.264
N: -1.866 1.175 1.144  1.473
C: 1.162 2.068 -4.066  -0.853
C: 0.792 1.761 -1.699  -0.908
C: 1.842 -0.379 1.705  0.080
C: 3.395 0.319 3.445  -0.946
C: -2.650 3.529 1.223  -0.758
C: 3.544 -2.361 0.868  -1.152
C: -2.310 -1.942 -1.066  -0.125
C: -1.842 2.514 0.737  0.282
C: 2.506 1.732 -3.916  -0.476
C: -0.844 2.766 -0.228  0.587
C: -2.071 -3.132 3.020  -0.980
C: -2.485 4.821 0.741  -0.610
C: -0.771 -2.104 -3.361  -0.659
C: -1.140 -1.166 -1.111  0.389
C: -2.710 -2.778 -2.102  -0.851
C: 2.140 1.448 -1.555  0.108
C: -0.403 -1.271 -2.303  -0.169
C: -1.922 -2.848 -3.232  0.305
C: -0.684 4.067 -0.689  -0.745
C: -3.358 -1.130 3.335  -0.675
C: 0.314 2.081 -2.972  0.422
C: 2.990 1.425 -2.654  -0.813
C: 2.276 -2.138 0.234  0.792
C: -1.506 5.082 -0.208  -0.751
C: 3.881 -1.549 1.888  -0.136
C: -1.298 -2.456 2.121  -0.307
C: -2.518 -0.485 2.399  0.228
C: -3.132 -2.438 3.641  -0.271
H: -1.878 -4.174 3.233  0.438
H: 4.819 -1.645 2.416  0.347
H: 2.436 -3.624 -1.145  0.211
H: 4.209 -3.147 0.543  0.445
H: -0.737 2.312 -3.090  0.485
H: 3.361 1.357 3.122  0.313
H: 2.515 1.230 -0.561  0.365
H: 2.676 0.184 4.249  0.321
H: 3.164 1.716 -4.775  0.413
H: -2.945 -1.897 -0.187  0.305
H: -0.486 -2.945 1.595  0.360
H: 4.037 1.176 -2.521  0.406
H: -4.160 -0.555 3.773  0.527
H: 4.394 0.068 3.791  0.325
H: -1.372 6.091 -0.579  0.386
H: 0.496 -0.674 -2.440  0.662
H: 0.083 4.292 -1.419  0.432
H: 0.973 -2.674 -1.222  0.128
H: -3.397 3.291 1.967  0.461
H: -3.115 5.620 1.108  0.389
H: -3.617 -3.366 -2.046  0.468
H: -3.767 -2.950 4.353  0.373
H: 0.771 2.305 -5.047  0.384
H: -0.191 -2.162 -4.274  0.482

=====

[4]
Below is a 2-piece molecular cluster, C27H26N3O overall, with properties calculated with the ωB97M-V functional and the def2-TZVPD basis.

- Total charge: +1
- LUMO level: -5.01 eV
- HOMO: -0.3492 Ha
- Frontier orbital gap: 4.49 eV
- Energy above the lowest of the compared OMol25 structures with the same formula, charge and spin: 162.14 kJ/mol

Last column: Mulliken charge in e.
Atoms and positions in Å:
O: 4.386 -0.723 3.325  -0.460
N: -5.710 4.071 -2.597  0.152
N: -1.142 -1.300 3.144  0.391
N: -3.182 -0.659 2.882  0.478
C: -6.640 4.271 -3.696  -0.880
C: 3.040 -0.910 3.289  0.770
C: -2.283 3.456 2.927  -0.288
C: 2.190 0.234 3.167  -0.814
C: 0.247 -1.222 3.246  0.739
C: -1.000 3.968 3.134  -0.457
C: -0.502 4.973 2.295  -0.686
C: -5.054 5.083 -1.969  -0.999
C: -4.148 4.537 -1.021  0.670
C: -1.935 -2.462 3.175  -0.310
C: -4.304 3.081 -1.105  1.061
C: -5.652 1.566 -2.532  -0.849
C: 1.070 -2.339 3.466  -0.892
C: 5.287 -1.838 2.983  -0.795
C: -3.051 3.918 1.861  -0.479
C: -4.365 0.151 2.754  -0.789
C: -3.206 5.250 -0.274  -0.648
C: 2.461 -2.210 3.415  -0.451
C: -4.940 0.475 -1.998  -0.741
C: -1.920 -0.179 2.919  -0.774
C: -2.535 4.856 0.928  0.844
C: -3.909 0.700 -1.046  -0.780
C: 0.820 0.042 3.072  -0.087
C: -3.209 -2.057 3.014  -0.734
C: -5.307 2.836 -2.071  0.260
C: -3.577 2.000 -0.613  -0.340
C: -1.269 5.426 1.236  -0.657
H: 3.108 -3.090 3.475  0.244
H: -1.528 -3.447 3.305  0.328
H: -5.241 6.113 -2.234  0.474
H: 0.626 -3.317 3.635  0.249
H: -3.353 -0.160 -0.648  0.441
H: -4.843 0.348 3.725  0.304
H: 0.135 0.868 2.894  0.408
H: -4.068 3.551 1.715  0.654
H: 0.482 5.403 2.476  0.405
H: 5.061 -2.187 1.973  0.360
H: 5.201 -2.658 3.701  0.298
H: -4.139 1.122 2.304  0.096
H: -5.187 -0.544 -2.328  0.393
H: -6.456 1.467 -3.268  0.248
H: -0.392 3.592 3.951  0.468
H: -4.126 -2.606 2.944  0.469
H: 6.294 -1.425 3.018  0.249
H: -6.164 4.842 -4.512  0.350
H: -2.747 2.175 0.074  0.604
H: -2.944 6.244 -0.649  0.381
H: -0.902 6.216 0.581  0.370
H: -2.688 2.695 3.600  0.373
H: -5.098 -0.349 2.114  0.362
H: 2.604 1.242 3.140  0.394
H: -6.992 3.314 -4.096  0.279
H: -7.501 4.873 -3.366  0.341

=====

[5]
Below is HNO3S as an isolated structure, with properties calculated with the ωB97M-V functional and the def2-TZVPD basis.

- LUMO level (alpha / beta): -1.62 / -1.62 eV
- HOMO (alpha / beta): -0.3859 / -0.3859 Ha
- Frontier orbital gap (alpha / beta): 8.88 / 8.88 eV
- Energy above the lowest of the compared OMol25 structures with the same formula, charge and spin: 31.64 kJ/mol

Last column: Mulliken charge in e.
Atoms and positions in Å:
S: 1.266 0.342 0.488  0.753
O: 1.695 -0.055 -0.858  -0.430
O: 0.419 1.500 0.404  -0.455
O: -0.421 -1.205 0.413  -0.192
N: -1.384 -0.787 -0.172  0.065
H: -1.574 0.204 -0.275  0.259

=====

[6]
Below is one molecule with the formula C6H13N, with properties calculated with the ωB97M-V functional and the def2-TZVPD basis.

- LUMO level: 1.14 eV
- HOMO: -0.2867 Ha
- Frontier orbital gap: 8.95 eV
- Energy above the lowest of the compared OMol25 structures with the same formula, charge and spin: 141.17 kJ/mol
- SMILES string: CCC/C=C/NC

Last column: Mulliken charge in e.
Atoms and positions in Å:
N: -2.393 0.361 -0.588  -0.357
C: 2.759 0.801 -0.631  -1.151
C: 0.056 -0.191 -0.325  -0.060
C: 1.105 -0.777 0.580  -0.400
C: -1.251 -0.224 0.001  -0.477
C: -3.657 0.062 0.124  -0.916
C: 2.460 -0.046 0.574  -0.402
H: 3.243 -0.740 0.944  0.363
H: 0.359 0.185 -1.309  0.187
H: 2.418 0.341 -1.586  0.304
H: 2.560 0.567 1.524  0.266
H: -3.629 0.767 1.019  0.279
H: -2.504 0.142 -1.575  0.281
H: -1.443 -0.644 0.981  0.282
H: 2.225 1.744 -0.546  0.320
H: -4.446 0.336 -0.533  0.387
H: 3.875 0.882 -0.692  0.317
H: -3.766 -1.000 0.341  0.303
H: 0.717 -0.838 1.612  0.277
H: 1.311 -1.727 0.085  0.196

=====

| no. | M (g mol⁻¹) |
| --- | --- |
| 1 | 100.14 |
| 2 | 111.14 |
| 3 | 544.49 |
| 4 | 408.52 |
| 5 | 95.08 |
| 6 | 99.18 |